P) The ion C4H10NOS with charge +1. Source: the OMol25 dataset; level of theory: ωB97M-V/def2-TZVPD.

Positions of all 17 atoms, in Å:
C 2.25 -0.43 -0.94
S 1.71 -0.30 0.82
C 0.21 0.87 0.65
O 0.52 1.96 -0.12
N -0.87 0.11 -0.16
C -1.18 -1.24 0.24
C -2.10 -0.14 0.55
H 2.88 0.36 -1.20
H 1.31 -0.47 -1.57
H 2.69 -1.48 -0.98
H 0.08 1.11 1.74
H 0.62 2.87 0.31
H -0.73 0.28 -1.21
H -0.60 -1.74 1.00
H -1.60 -1.86 -0.60
H -3.12 -0.10 -0.05
H -2.09 0.20 1.53

As for the SMILES: CS[C@@H](O)[NH+]1CC1. Its net charge is +1. The calculation puts the molecular weight at 120.2 g/mol. The value obtained for the gap between HOMO and LUMO is 9.93 eV.

Let us look at the Mulliken charges, expressed in e, one per atom: C -0.6709; S -0.0405; C -0.1535; O -0.5155; N -0.0226; C -0.3467; C -0.3301; H 0.2990; H 0.1592; H 0.3419; H 0.3660; H 0.3611; H 0.4354; H 0.3060; H 0.2783; H 0.2498; H 0.2830


Q) A cluster of 2 separate species, C4H10NOS in total. Source: the OMol25 dataset; level of theory: ωB97M-V/def2-TZVPD.

Positions of all 17 atoms, in Å:
C -1.38 -1.29 -1.67
C 3.47 0.58 -0.40
C -2.04 1.29 1.23
C -1.51 -0.05 -0.81
N 2.27 -0.10 -0.93
O 1.28 0.59 -1.16
S -2.31 -0.38 0.59
H -2.01 -1.08 -2.59
H -0.24 -1.25 -1.75
H -1.76 -2.13 -1.16
H 3.34 0.76 0.65
H 3.73 1.56 -0.87
H 4.30 -0.07 -0.51
H -1.05 1.26 1.68
H -2.69 1.50 2.07
H -1.93 2.10 0.39
H -1.40 0.90 -1.15

Its net charge is +1. The calculation puts the molecular weight at 120.2 g/mol. The value obtained for the gap between HOMO and LUMO is 7.02 eV.

Let us look at the Mulliken charges, expressed in e, one per atom: C -0.9112; C -0.5830; C -0.7956; C 0.1072; N -0.0152; O -0.2485; S 0.1866; H 0.3163; H 0.2987; H 0.4028; H 0.2617; H 0.3054; H 0.2870; H 0.3424; H 0.3766; H 0.2764; H 0.3924


Which is less stable than every other structure shown? Q) is.